Version one
ORCA calculation (wB97M-V/def2-TZVPD) on a molecular structure, C3H7NOS.

Each line ends with the Mulliken charge.
Geometry (Å):
S1 -0.72528 -0.89029 -1.60947  0.43
O1 -2.09304 -1.29615 -2.05736  -0.59
N1 -0.93664 0.05150 -0.19408  -0.27
C1 -0.22477 -0.81997 0.78691  -0.49
C2 -0.26599 1.90258 -0.43992  -0.50
C3 0.10520 -1.85630 -0.25183  -0.31
H1 -0.52977 -2.74824 -0.22870  0.27
H2 0.59699 -0.30349 1.25153  0.19
H3 -0.97206 -1.01891 1.59922  0.23
H4 -0.04464 1.84451 -1.49398  0.24
H5 0.69651 2.17300 0.18221  0.25
H6 -1.20310 2.44642 -0.26376  0.25
H7 1.15137 -2.06083 -0.60189  0.31

Values from the calculation:
- Gap between HOMO and LUMO: 9.50 eV
- Spin multiplicity: 1
- Molecular weight: 105.16 g mol⁻¹

=====

Version two
ORCA calculation (wB97M-V/def2-TZVPD) on C3H7NOS in the gas phase.

Each line ends with the Mulliken charge.
Geometry (Å):
S1 0.29277 -0.83686 -1.77000  -0.31
O1 0.05066 1.14525 -0.05864  -0.30
N1 -0.60127 -2.21137 0.88882  -0.59
C1 0.11296 -0.16552 -0.34863  0.30
C2 -0.08297 -0.84960 0.98390  -0.31
C3 0.18019 2.13343 -1.06704  -0.70
H1 0.89491 -0.69318 1.51232  0.24
H2 -0.57739 1.89307 -1.82801  0.34
H3 -0.80696 -0.19910 1.45948  0.33
H4 -0.70548 -2.57874 1.82384  0.24
H5 0.08033 -2.79583 0.44189  0.23
H6 -0.02254 3.05340 -0.52285  0.22
H7 1.18479 2.10504 -1.51508  0.30

Values from the calculation:
- Gap between HOMO and LUMO: 9.64 eV
- Spin multiplicity: 1
- SMILES: COC(=S)CN
- Molecular weight: 105.16 g mol⁻¹

=====

Version three
ORCA calculation (wB97M-V/def2-TZVPD) on C3H7NOS in the gas phase.

Each line ends with the Mulliken charge.
Geometry (Å):
S1 -1.28888 2.03821 -0.30445  -0.17
O1 0.15922 -1.81953 1.09799  -0.58
N1 -0.67191 0.46992 0.07166  -0.51
C1 1.13959 -1.11491 0.39402  0.39
C2 1.44215 -1.75806 -0.90258  -1.18
C3 0.58554 0.23424 0.16454  -0.05
H1 0.52976 -1.75023 -1.55568  0.32
H2 1.99356 -0.97753 1.03909  0.20
H3 -2.35176 1.44798 -0.97911  0.17
H4 2.35049 -1.32295 -1.45751  0.31
H5 1.69683 -2.77122 -0.80571  0.34
H6 -0.52306 -1.14699 1.36363  0.34
H7 1.35227 1.00876 0.04512  0.42

Values from the calculation:
- Gap between HOMO and LUMO: 9.92 eV
- Spin multiplicity: 1
- SMILES: C[C@H](O)/C=N/S
- Molecular weight: 105.16 g mol⁻¹

=====

Version four
ORCA calculation (wB97M-V/def2-TZVPD) on C3H7NOS in the gas phase.

Each line ends with the Mulliken charge.
Geometry (Å):
S1 1.49235 -0.03166 -1.64569  -0.31
O1 2.20802 1.25147 0.46014  -0.38
N1 -1.21987 0.15448 -0.02228  -0.41
C1 1.23774 0.67265 -0.20307  0.29
C2 -0.05025 0.77675 0.60832  -0.47
C3 -1.30165 -1.28950 -0.12834  -0.77
H1 -2.02213 -1.44785 -0.97741  0.28
H2 -1.69746 -1.80744 0.75845  0.26
H3 0.16367 0.25726 1.57461  0.27
H4 3.00843 0.93928 0.07102  0.34
H5 -0.23474 1.79251 0.87136  0.32
H6 -0.33961 -1.74837 -0.40925  0.30
H7 -1.24452 0.48042 -0.95784  0.28

Values from the calculation:
- Gap between HOMO and LUMO: 9.43 eV
- Spin multiplicity: 1
- SMILES: CNCC(O)=S
- Molecular weight: 105.16 g mol⁻¹

=====

Most favorable first, least favorable last: version four, version two, version three, version one